[1]
Formula: CF4O3PY
Source: the OMol25 dataset
Level of theory: ωB97M-V with the def2-TZVPD basis set

## Properties
Charge: +1
Molar mass, g/mol: 255.9
2S+1: 2
E_HOMO (alpha / beta), hartree: -0.46776 / -0.56855
Gap between HOMO and LUMO (alpha / beta), eV: 6.6 / 9.0

The geometry in XYZ format:
```
10
Properties=species:S:1:pos:R:3:forces:R:3
Y -1.742084 2.391691 0.028544 2.044 -2.122 -0.024
O -0.203411 -1.888547 0.922037 -2.349 1.681 -2.170
F 1.690609 1.528175 -1.105083 -1.405 -0.253 0.830
O -2.284793 -2.331043 0.045137 0.263 2.072 -0.991
F 1.817454 0.132294 0.954224 -1.721 0.032 -1.105
O -0.707404 0.339614 -0.525358 1.041 1.972 0.505
F 1.417818 -0.685483 -1.182028 -1.485 0.890 1.466
P 0.840640 0.499029 -0.236248 2.869 -1.198 -1.999
F 0.425594 1.875336 0.771314 -1.321 1.103 0.111
C -1.254419 -1.861062 0.327462 2.065 -4.176 3.376
```
Forces are in eV/Å.

[2]
Formula: C31H55IrO6Si
Source: the OMol25 dataset
Level of theory: ωB97M-V with the def2-TZVPD basis set

## Properties
Molar mass, g/mol: 744.1
2S+1: 5
E_HOMO (alpha / beta), hartree: -0.21796 / -0.31145
Gap between HOMO and LUMO (alpha / beta), eV: 6.5 / 6.9
Relative energy (zero: lowest compared OMol25 entry of this formula, charge and spin), kJ/mol: 0.0

The geometry in XYZ format:
```
94
Properties=species:S:1:pos:R:3:forces:R:3
C 0.595575 -1.624496 -1.498290 -0.236 -1.231 -1.068
H -1.450683 1.204199 5.741097 0.087 -0.179 0.081
H 2.091857 -4.138656 5.730873 -0.142 -0.083 -0.187
H -4.231206 -3.960479 2.883430 0.187 0.116 -0.028
H 1.552562 1.837796 -4.423431 0.057 -0.056 -0.174
H -0.231496 2.697726 -0.343427 0.214 -0.211 -0.095
O -2.166478 -1.754931 4.432524 -0.422 -0.402 -0.069
H -3.673797 -4.649071 5.291614 0.195 0.104 0.029
C 0.396166 1.922222 0.086651 0.308 0.708 -0.225
C -0.928406 -2.797814 -0.193698 -0.417 -1.307 -1.156
H -0.281478 -5.426833 3.081606 0.135 0.133 -0.066
H 1.345901 -5.492012 2.359247 -0.237 0.072 -0.033
C 1.736663 1.667896 -0.247825 -0.462 0.214 0.071
C -3.352857 -3.299430 2.906903 -0.137 -0.165 -0.279
H -3.982509 5.106574 -1.987630 -0.120 -0.180 -0.278
O 0.122915 -0.415043 4.299239 -0.085 0.158 0.411
C 0.549596 -4.817705 2.703812 -0.072 -0.235 -0.147
H -0.753115 1.293175 1.943592 0.199 0.081 -0.343
C -0.714254 -1.089707 -1.744917 -0.338 -0.747 -0.818
C 1.246442 1.310042 5.473916 0.168 0.241 -0.047
C -5.122906 5.549252 -3.815533 0.156 -0.249 -0.151
H -0.965210 -0.334873 -2.477159 0.132 -0.068 0.241
C 0.316642 4.288056 -4.446757 0.078 0.239 -0.089
H -0.684279 0.880901 7.316334 -0.068 -0.062 -0.192
H 0.687446 2.085902 4.940380 0.090 -0.129 -0.005
C 1.131824 -0.987739 6.453558 0.053 -0.078 0.266
H 1.278127 -3.295025 -0.131669 -0.337 0.259 -0.184
H -2.815916 2.561956 -2.806978 0.478 -0.221 0.125
C 1.212112 0.199418 1.473149 -0.402 2.143 0.917
H 2.410385 -5.462023 4.584933 -0.114 0.124 0.086
H -4.686608 3.660780 -2.775091 0.189 0.281 -0.016
H -3.529162 -2.474830 2.205710 0.112 -0.115 0.152
H -4.746452 -1.314760 4.089333 0.063 -0.113 0.167
C -2.832259 -3.943146 5.258953 -0.038 -0.181 0.109
H 1.526070 -1.299591 -1.958287 -0.331 -0.007 0.170
H 0.701303 4.034918 -5.440351 -0.073 0.098 0.053
C -2.886439 5.330049 -4.778908 0.388 0.032 0.263
H -5.288451 -2.879157 4.747791 0.060 0.168 0.038
C -0.057621 3.036109 -3.714421 -0.384 -0.857 -0.295
H 1.127811 4.768947 -3.887208 -0.182 0.158 -0.145
C 1.642534 -4.768610 4.952037 0.111 -0.038 0.082
C 1.195296 2.219384 -3.470163 0.092 -0.180 0.457
H 1.028315 1.362470 -2.796108 -0.008 0.377 -0.231
H -1.791637 2.599671 -5.033126 -0.022 -0.181 0.103
C -3.182289 -2.786028 4.334061 0.344 0.363 -0.047
H -2.118449 6.108041 -4.581049 -0.299 -0.489 0.025
O -2.980075 4.422827 -3.663112 -1.170 1.181 -0.914
C 2.217025 -3.063301 3.189619 0.259 0.048 -0.015
C -4.238838 6.008723 -4.997727 -0.049 -0.253 0.138
H 2.998026 -3.719389 2.782400 -0.066 0.178 0.066
H -2.492908 -3.887223 2.558670 -0.072 0.224 0.145
C -1.660000 -1.788031 -0.907874 0.227 -1.245 -0.952
C -1.773224 2.234222 -2.854179 0.276 0.576 0.116
C 0.467636 -2.688099 -0.536494 -0.315 -0.394 -0.450
H -2.725894 -1.598218 -0.816688 0.304 -0.033 -0.169
C 0.390335 0.064907 5.638780 -0.135 -0.097 -0.354
Si -0.676479 -1.741457 3.738791 -0.074 0.082 0.595
H -4.663667 5.677948 -5.946248 -0.059 0.223 0.044
H 0.837985 -5.361071 5.407021 0.113 0.186 -0.141
H 1.397357 -0.563313 7.432983 -0.036 -0.102 -0.224
H 2.328202 2.245348 -0.944515 -0.162 -0.177 -0.095
H -1.622699 1.379301 -2.189752 0.092 0.163 -0.048
H 0.202126 -4.214495 1.854687 0.051 -0.145 0.270
H -4.400278 -1.740387 5.788654 0.013 -0.011 -0.134
H -5.978736 4.974740 -4.192330 0.113 0.292 0.199
H -1.938144 -4.469961 4.909329 -0.157 0.139 0.103
H 0.500294 -1.866742 6.626596 0.166 0.112 -0.113
H 2.669595 -2.413672 3.948439 -0.097 -0.063 -0.168
H 1.524629 1.710992 6.454693 -0.036 -0.062 -0.102
C -4.217872 4.640658 -2.960724 0.324 0.168 0.175
C 2.236346 0.630421 0.550465 -0.052 -0.255 0.408
H 1.976993 2.863089 -3.064596 0.069 -0.147 0.170
H -1.561769 -0.418088 6.471298 0.098 0.160 -0.078
H 2.166042 1.098938 4.918302 -0.136 -0.049 0.035
C 1.115582 -3.923101 3.795473 -0.512 0.499 0.184
H -2.646677 -3.569462 6.270722 -0.010 -0.066 -0.099
O -0.832258 3.325712 -2.515902 -0.187 -1.226 -0.310
H 1.821108 -2.448298 2.367457 0.086 -0.153 0.251
C -0.008442 1.072406 1.175201 1.989 -0.030 2.092
H -5.476003 6.401777 -3.230558 -0.099 -0.191 -0.107
C -0.912457 0.452103 6.330743 -0.135 -0.021 0.172
C -4.485297 -2.133157 4.770961 -0.135 0.032 0.021
O -0.761618 -1.660226 2.153735 -0.325 -0.408 0.418
H 2.058178 -1.300181 5.953471 -0.238 0.052 0.064
H -1.363633 -3.517260 0.498601 0.244 0.470 -0.195
H -4.105950 7.092729 -5.010149 -0.170 -0.139 -0.116
H 1.386699 -0.252541 2.447254 0.060 0.167 -0.363
H -0.862113 1.112998 -4.596006 -0.057 0.181 0.002
H -0.531739 4.965460 -4.527014 0.288 -0.106 -0.043
O 0.061900 -3.088358 4.337438 0.505 -0.627 -0.362
H 3.227745 0.193219 0.527751 -0.064 0.149 -0.135
H -2.561932 4.739984 -5.652056 -0.071 0.252 0.261
C -1.183464 2.107597 -4.272290 0.172 0.535 0.543
Ir -0.208708 -0.755274 0.346895 0.197 1.623 1.739
```
Forces are in eV/Å.